one | Density functional theory data (ωB97M-V/def2-TZVPD) for 2 unconnected molecules or ions with the total composition C2H9N3O.

Values from the calculation:
- Orbital gap: 10.16 eV
- HOMO level: -9.11 eV
- LUMO level: 1.05 eV
- Net charge: 0
- Structure (SMILES): [H]/N=C/N.NCO

Each line ends with the natural charge from an NBO analysis.
Element x y z (Å)
1 H -0.266 0.478 -2.689  0.349
2 N -0.534 0.592 -1.779  -0.765
3 C -1.763 0.105 -1.452  0.303
4 N -2.101 -0.167 -0.093  -0.812
5 H -2.704 0.160 -2.057  0.157
6 H -1.344 0.184 0.517  0.411
7 H -3.043 -0.048 0.196  0.385
8 N 1.347 -1.036 0.810  -0.903
9 C 1.650 0.287 1.281  0.098
10 O 1.090 1.209 0.294  -0.752
11 H 1.751 -1.399 -0.087  0.377
12 H 1.404 -1.856 1.556  0.380
13 H 2.590 0.572 1.558  0.142
14 H 1.146 0.387 2.280  0.132
15 H 0.776 0.532 -0.334  0.499

---

two | Density functional theory data (ωB97M-V/def2-TZVPD) for a molecular structure, C2H9N3O.

Values from the calculation:
- Orbital gap: 9.47 eV
- HOMO level: -8.56 eV
- LUMO level: 0.91 eV
- Net charge: 0

Each line ends with the natural charge from an NBO analysis.
Element x y z (Å)
1 C -0.276 -0.323 0.336  0.091
2 C 2.194 -0.491 1.243  -0.248
3 N 0.234 0.465 -0.710  -0.424
4 N -1.256 1.039 -0.705  -0.405
5 N -2.366 0.548 -1.392  -0.630
6 O 1.202 -1.136 0.498  -0.658
7 H 0.334 -0.102 -1.550  0.361
8 H -1.379 1.885 -0.164  0.378
9 H -2.150 0.406 -2.374  0.345
10 H -2.697 -0.327 -0.995  0.335
11 H -0.399 0.185 1.295  0.189
12 H -0.874 -1.217 0.141  0.181
13 H 3.186 -0.814 0.909  0.180
14 H 2.088 -0.726 2.313  0.149
15 H 2.159 0.607 1.155  0.155

---

How do the energies compare? Relative to the most stable structure, in hartree: one 0.0000; two 0.1174.